[1]
{"formula": "C39H115N23O21", "method": "ωB97M-V/def2-TZVPD", "total_energy_ha": -4394.2013, "lumo_ev": -0.01, "symbols": ["O", "O", "O", "O", "O", "O", "O", "O", "O", "O", "O", "O", "O", "O", "O", "O", "O", "O", "O", "O", "O", "N", "N", "N", "N", "N", "N", "N", "N", "N", "N", "N", "N", "N", "N", "N", "N", "N", "N", "N", "N", "N", "N", "N", "C", "C", "C", "C", "C", "C", "C", "C", "C", "C", "C", "C", "C", "C", "C", "C", "C", "C", "C", "C", "C", "C", "C", "C", "C", "C", "C", "C", "C", "C", "C", "C", "C", "C", "C", "C", "C", "C", "C", "H", "H", "H", "H", "H", "H", "H", "H", "H", "H", "H", "H", "H", "H", "H", "H", "H", "H", "H", "H", "H", "H", "H", "H", "H", "H", "H", "H", "H", "H", "H", "H", "H", "H", "H", "H", "H", "H", "H", "H", "H", "H", "H", "H", "H", "H", "H", "H", "H", "H", "H", "H", "H", "H", "H", "H", "H", "H", "H", "H", "H", "H", "H", "H", "H", "H", "H", "H", "H", "H", "H", "H", "H", "H", "H", "H", "H", "H", "H", "H", "H", "H", "H", "H", "H", "H", "H", "H", "H", "H", "H", "H", "H", "H", "H", "H", "H", "H", "H", "H", "H", "H", "H", "H", "H", "H", "H", "H", "H", "H", "H", "H", "H", "H", "H"], "coordinates": [[-0.060, 1.288, -0.690], [6.740, 6.417, 5.931], [-4.632, 1.455, 2.180], [0.724, -3.595, -2.524], [2.344, -7.103, -1.684], [1.770, 0.472, -3.608], [-4.154, -2.720, -3.191], [4.361, 3.314, 4.198], [-0.083, 1.706, 2.670], [-2.824, -0.685, -5.829], [1.000, -2.583, 4.712], [-2.166, -3.823, 0.963], [5.774, 0.170, -4.860], [3.554, -4.223, 2.081], [6.671, 1.418, 1.783], [-4.191, 3.895, -2.114], [-8.083, -5.028, -1.547], [-7.477, -2.219, 5.383], [-5.342, -0.329, -3.975], [-3.561, 6.220, 2.342], [-2.724, 1.561, 4.053], [5.162, 5.948, 3.579], [-5.267, -0.210, 0.817], [-4.124, 4.328, 3.224], [-0.352, -0.847, 4.519], [-0.371, 3.803, 3.308], [0.353, -6.362, -1.449], [-6.742, 0.860, 1.979], [4.071, 2.022, -5.321], [-1.648, -0.234, -0.414], [0.357, 3.291, 1.256], [-6.592, -3.326, -1.372], [1.755, -2.390, -4.147], [0.448, -0.879, -0.502], [1.306, -0.990, 3.189], [1.045, -7.736, 0.011], [-3.598, 1.989, -4.264], [-4.385, -2.409, 3.597], [1.766, -4.510, -4.214], [-4.696, 4.669, 1.221], [-5.976, -5.085, -2.437], [4.034, -0.865, 0.363], [-2.057, -2.143, -3.512], [-2.366, -3.648, -2.071], [2.896, 1.231, -5.799], [1.761, 1.287, -4.725], [-7.020, -4.556, -1.773], [3.209, -3.141, 1.146], [1.305, -7.226, -1.158], [6.583, 5.830, 3.536], [4.641, 0.366, 0.912], [-5.508, 0.792, 1.631], [4.536, 3.614, 2.849], [-6.147, -1.880, 5.124], [2.783, -5.380, 1.803], [7.961, 1.297, 2.348], [-5.776, -2.701, 3.900], [-8.040, -1.329, 6.507], [4.179, -1.939, 1.391], [-3.115, 2.982, -2.069], [4.520, 5.123, 2.536], [-0.401, 0.132, -0.610], [-2.170, 0.600, -5.979], [0.681, -1.548, 4.133], [-3.695, -0.994, -6.931], [7.062, 6.822, 4.638], [-2.529, 2.504, -3.498], [2.451, 1.092, -2.533], [-3.010, -2.865, -2.907], [-2.405, -3.108, 2.178], [-0.019, 2.875, 2.398], [7.009, -0.377, -4.463], [6.201, 0.355, 0.914], [5.868, 0.636, -6.244], [4.016, 1.886, 4.340], [-3.908, -3.275, 2.630], [7.088, 7.376, 6.851], [-4.090, 5.165, 2.243], [-2.018, -5.244, 1.024], [1.337, -3.504, -3.580], [5.068, 1.972, -6.326], [-5.510, 3.524, -1.831], [-3.065, 1.853, -5.603], [7.876, 0.267, -4.611], [4.632, -1.034, -0.432], [4.139, -1.772, 2.467], [6.816, 1.082, -6.543], [-6.131, -0.797, 5.000], [5.559, -0.125, -6.961], [-1.788, 1.768, -3.185], [4.935, 5.477, 4.443], [3.246, -3.722, 0.224], [-1.767, -3.429, 3.001], [-7.083, -2.725, -0.725], [-4.988, -1.173, -3.697], [-5.292, -4.418, -2.766], [-4.636, 0.073, -4.482], [4.274, 1.280, 0.444], [-4.892, 5.138, 0.348], [-3.551, 1.542, 3.572], [-0.242, 4.740, 2.955], [-2.320, -1.601, -4.323], [-5.861, 2.705, -2.459], [-6.015, -0.749, 0.405], [6.375, 8.200, 6.844], [-2.765, -5.823, 1.567], [4.807, 1.190, 4.063], [4.205, 0.498, 1.902], [-1.371, -3.478, -2.028], [7.254, -1.170, -5.169], [-1.968, -5.738, 0.053], [4.482, 1.585, -4.508], [-7.404, 0.166, 1.663], [-4.338, 2.675, -4.209], [3.121, 1.556, 3.813], [5.172, -2.382, 1.317], [-3.478, 4.626, 3.941], [3.502, 1.075, -2.824], [-1.926, -1.193, -0.262], [-2.296, 0.540, -0.387], [3.493, 5.472, 2.430], [2.500, -5.916, 2.709], [6.792, 0.413, 0.000], [-5.708, -3.084, -1.796], [-4.233, -4.297, 2.823], [-1.212, 0.489, -5.472], [2.165, 2.141, -2.456], [1.551, -1.581, -3.577], [5.563, 3.306, 2.652], [-1.114, -5.357, 1.622], [-4.005, 1.733, -6.143], [3.876, 3.093, 2.155], [1.337, -5.423, -4.167], [7.025, 6.983, 7.866], [2.227, 0.572, -1.602], [0.100, -8.017, 0.229], [-8.993, -1.772, 6.799], [2.212, -2.728, 1.298], [-4.605, -1.264, -6.397], [-5.648, -2.190, 6.042], [-8.256, -0.313, 6.176], [7.881, 0.975, 3.386], [2.200, -2.265, -5.045], [0.791, 1.007, -5.136], [-6.363, -2.470, 3.011], [1.382, -0.543, -0.316], [6.874, 6.174, 2.544], [7.012, -0.717, -3.427], [1.596, 2.328, -4.447], [-1.852, 0.769, -7.008], [8.719, 0.598, 1.993], [2.070, -1.391, 2.663], [-3.874, -0.269, -7.725], [-6.070, 4.449, -1.970], [1.009, -0.040, 3.018], [2.968, 0.187, -6.105], [-2.306, 3.591, -1.666], [-4.381, -0.679, 0.945], [-1.090, -2.217, -3.230], [-5.705, 3.253, -0.794], [3.947, 1.818, 5.425], [-5.867, -3.770, 4.095], [-6.924, 1.613, 2.627], [3.292, -6.063, 1.124], [-2.157, 3.452, -3.887], [8.052, 7.816, 6.596], [-3.808, -2.379, 4.425], [2.541, 1.586, -6.767], [-2.032, -2.087, 2.108], [-4.467, 3.401, 3.018], [-6.279, -5.925, -2.909], [-4.495, -3.000, 1.753], [-5.209, 3.817, 1.399], [0.492, 2.645, 0.491], [1.870, -8.040, 0.507], [8.268, 2.339, 2.258], [6.640, 7.796, 4.388], [0.173, 4.254, 1.011], [6.504, -0.549, 1.441], [-3.215, 2.087, -1.455], [7.099, 4.883, 3.694], [-2.700, 2.815, -5.963], [-7.562, -1.377, 7.486], [-0.762, 3.429, 4.161], [1.860, -5.028, 1.343], [-0.869, -1.119, 5.343], [4.766, 5.391, 1.508], [-0.281, -6.204, -0.679], [4.611, 2.245, -7.277], [5.634, 2.853, -6.024], [8.149, 6.751, 4.613], [2.283, -4.224, -5.034], [-2.851, -4.050, -1.282], [-3.341, -1.921, -7.382], [0.609, -5.542, -1.981], [-0.732, -0.188, 3.854], [0.123, -1.829, -0.391], [-2.064, 1.311, 3.405]]}

=====

[2]
{"formula": "C39H15F15GeIN7SV", "method": "ωB97M-V/def2-TZVPD", "total_energy_ha": -7092.2552, "lumo_ev": [-11.57, -11.59], "charge": 3, "relative_energy_kj_mol": 70.5, "symbols": ["I", "Ge", "V", "S", "F", "F", "F", "F", "F", "F", "F", "F", "F", "F", "F", "F", "F", "F", "F", "N", "N", "N", "N", "N", "N", "N", "C", "C", "C", "C", "C", "C", "C", "C", "C", "C", "C", "C", "C", "C", "C", "C", "C", "C", "C", "C", "C", "C", "C", "C", "C", "C", "C", "C", "C", "C", "C", "C", "C", "C", "C", "C", "C", "C", "C", "H", "H", "H", "H", "H", "H", "H", "H", "H", "H", "H", "H", "H", "H", "H"], "coordinates": [[4.474, 3.753, 2.824], [0.759, -2.527, 0.488], [-0.251, 1.304, -0.302], [-0.309, -0.505, 0.878], [5.969, -3.219, 0.840], [-3.994, -4.596, 0.526], [1.006, -4.809, 2.627], [1.207, -0.426, -4.379], [0.776, -4.902, -1.366], [3.671, -3.177, -0.565], [0.961, -5.111, -4.035], [-0.856, -6.596, 3.392], [1.367, -1.712, 3.271], [1.054, -0.183, -1.744], [5.977, -2.497, 3.439], [1.177, -2.887, -5.560], [-3.337, -6.494, 2.340], [3.699, -1.730, 4.670], [-2.131, -2.800, -0.266], [-3.311, 0.846, 0.315], [2.856, 1.069, 0.011], [-0.570, 4.482, 0.245], [-1.709, 0.698, -1.514], [1.697, 1.603, 0.435], [-1.439, 2.278, 0.496], [0.355, 2.922, -1.401], [0.848, 5.266, -1.458], [1.108, 2.780, -2.516], [2.510, -2.079, 2.674], [4.850, -2.486, 2.766], [1.732, 3.828, -3.144], [-2.773, -4.643, 1.034], [3.657, -2.826, 0.723], [-0.526, -3.762, 1.170], [-2.719, 1.794, 0.919], [0.966, -3.927, -3.469], [2.472, -2.439, 1.334], [-2.405, 3.915, 1.809], [-4.353, 2.742, 2.671], [3.678, -2.090, 3.401], [-2.461, -0.281, -3.562], [3.408, 2.551, 1.538], [-1.539, 0.417, -2.829], [4.846, -2.856, 1.427], [1.606, 5.101, -2.600], [-3.826, -0.422, -1.605], [3.902, 1.609, 0.660], [-3.842, 5.028, 3.322], [1.082, -2.788, -4.255], [-2.903, 0.351, -0.915], [-2.436, -5.616, 1.968], [-1.158, -5.668, 2.508], [1.098, -1.541, -3.653], [0.861, -3.796, -2.095], [-1.812, -3.739, 0.652], [2.026, 2.513, 1.361], [0.859, -2.560, -1.460], [-1.349, 3.678, 0.828], [-4.643, 3.890, 3.403], [0.988, -1.469, -2.283], [-0.216, -4.741, 2.106], [-3.218, 2.767, 1.887], [-3.609, -0.750, -2.926], [-2.714, 5.064, 2.510], [0.216, 4.182, -0.864], [2.090, 5.951, -3.063], [0.705, 6.234, -0.997], [-2.279, -0.461, -4.612], [1.214, 1.778, -2.911], [2.871, 0.327, -0.671], [4.916, 1.298, 0.463], [2.311, 3.645, -4.038], [-4.338, -1.335, -3.471], [-4.727, -0.707, -1.079], [-5.517, 3.902, 4.041], [-4.991, 1.870, 2.715], [-2.104, 5.954, 2.426], [-0.629, 0.768, -3.289], [-4.109, 5.904, 3.897], [1.278, 3.090, 1.883]]}

=====

[3]
{"formula": "C39H22Br2F4N2O7PRuS3", "method": "ωB97M-V/def2-TZVPD", "total_energy_ha": -9313.6956, "lumo_ev": -4.40, "charge": 1, "symbols": ["Ru", "Br", "Br", "S", "S", "S", "P", "F", "F", "F", "F", "O", "O", "O", "O", "O", "O", "O", "N", "N", "C", "C", "C", "C", "C", "C", "C", "C", "C", "C", "C", "C", "C", "C", "C", "C", "C", "C", "C", "C", "C", "C", "C", "C", "C", "C", "C", "C", "C", "C", "C", "C", "C", "C", "C", "C", "C", "C", "C", "H", "H", "H", "H", "H", "H", "H", "H", "H", "H", "H", "H", "H", "H", "H", "H", "H", "H", "H", "H", "H", "H"], "coordinates": [[-0.731, 0.166, 0.299], [-9.109, -0.063, -1.388], [-0.617, 0.147, 2.788], [-1.107, 3.604, 1.358], [0.036, 1.203, -1.683], [-1.624, -2.686, -1.124], [1.662, -0.107, 0.457], [4.457, -0.093, 1.676], [5.139, 0.053, 4.246], [0.625, 0.257, 5.484], [3.238, 0.224, 6.165], [-1.097, -2.264, -2.393], [-3.040, -2.587, -0.908], [-2.662, 0.110, 0.994], [0.558, -2.469, 1.869], [-2.266, 0.209, -1.092], [-2.489, 3.554, 1.705], [-0.110, 3.715, 2.377], [-0.738, 2.280, 0.390], [-0.809, -1.926, 0.114], [-6.844, -0.113, 0.305], [-5.490, -0.067, 0.581], [-0.298, -4.213, 0.452], [2.614, 1.301, -0.173], [2.525, 2.516, 0.507], [-0.627, 6.787, -1.112], [1.206, 0.056, 3.211], [0.004, -6.563, 0.357], [3.858, 0.047, 3.913], [-1.064, -4.284, -0.692], [-0.424, 4.045, -1.122], [-0.792, 4.728, 0.030], [-1.328, -5.470, -1.349], [2.289, -1.580, -0.351], [0.254, -5.357, 0.997], [3.610, -3.586, -0.360], [-4.583, 0.091, -0.462], [4.075, 2.319, -1.787], [-0.774, -6.619, -0.800], [1.550, 0.148, 4.538], [-7.269, -0.001, -1.012], [1.866, -1.852, -1.648], [3.398, 1.202, -1.317], [2.148, -0.055, 2.202], [3.196, -3.850, -1.660], [-0.262, 6.112, -2.272], [-5.018, 0.196, -1.781], [3.193, 3.631, 0.025], [2.890, 0.135, 4.895], [-0.901, 6.101, 0.069], [3.155, -2.458, 0.300], [-0.153, 4.726, -2.292], [-0.133, -2.807, 0.925], [-0.391, 2.603, -0.826], [-6.370, 0.153, -2.059], [3.967, 3.533, -1.124], [3.483, -0.038, 2.581], [-3.165, 0.129, -0.183], [2.321, -2.988, -2.302], [-0.063, 6.676, -3.173], [3.118, 4.570, 0.558], [4.499, 4.400, -1.494], [4.689, 2.235, -2.674], [-7.567, -0.237, 1.099], [4.280, -4.266, 0.148], [-1.186, 6.626, 0.970], [-4.298, 0.299, -2.582], [1.151, -1.214, -2.149], [0.134, 4.200, -3.194], [3.548, -4.740, -2.166], [-1.934, -5.504, -2.244], [-0.950, -7.574, -1.276], [-6.730, 0.231, -3.075], [3.450, -2.290, 1.325], [-0.701, 7.866, -1.125], [3.492, 0.260, -1.843], [1.968, -3.199, -3.303], [0.858, -5.299, 1.893], [1.929, 2.610, 1.408], [0.416, -7.481, 0.757], [-5.136, -0.155, 1.599]]}

=====

[4]
{"formula": "C39H22Cl64F3NOS", "method": "ωB97M-V/def2-TZVPD", "total_energy_ha": -31778.8995, "lumo_ev": -0.04, "relative_energy_kj_mol": 199.8, "symbols": ["Cl", "Cl", "Cl", "Cl", "Cl", "Cl", "Cl", "Cl", "Cl", "Cl", "Cl", "Cl", "Cl", "Cl", "Cl", "Cl", "Cl", "Cl", "Cl", "Cl", "Cl", "Cl", "Cl", "Cl", "Cl", "Cl", "Cl", "Cl", "Cl", "Cl", "Cl", "Cl", "Cl", "Cl", "Cl", "Cl", "Cl", "Cl", "Cl", "Cl", "Cl", "Cl", "Cl", "Cl", "Cl", "Cl", "Cl", "Cl", "Cl", "Cl", "Cl", "Cl", "Cl", "Cl", "Cl", "Cl", "Cl", "Cl", "Cl", "Cl", "Cl", "Cl", "Cl", "Cl", "S", "F", "F", "F", "O", "N", "C", "C", "C", "C", "C", "C", "C", "C", "C", "C", "C", "C", "C", "C", "C", "C", "C", "C", "C", "C", "C", "C", "C", "C", "C", "C", "C", "C", "C", "C", "C", "C", "C", "C", "C", "C", "C", "C", "C", "H", "H", "H", "H", "H", "H", "H", "H", "H", "H", "H", "H", "H", "H", "H", "H", "H", "H", "H", "H", "H", "H"], "coordinates": [[8.561, 0.666, 2.865], [-14.242, 8.502, 1.802], [-14.974, 11.099, -3.119], [9.108, -0.065, 9.090], [7.840, 2.418, 8.325], [4.528, -4.176, 9.409], [-12.907, 4.798, -3.354], [-13.365, 3.877, -0.648], [5.000, -7.619, 1.965], [-11.438, 0.970, -0.368], [-8.216, -4.467, 1.268], [4.398, 4.367, -4.715], [-13.226, 8.868, -3.683], [-8.796, 10.407, 0.605], [4.219, -2.220, 7.302], [-0.222, 2.629, -3.369], [-4.217, 1.754, -7.225], [9.474, 2.304, 10.708], [-8.988, 12.774, 2.253], [4.645, 2.492, -6.903], [-7.934, -3.576, -1.469], [-8.180, 10.257, 3.426], [-5.233, 3.717, -9.091], [9.027, -8.579, -1.724], [-10.460, -3.263, -0.103], [2.278, -7.944, 7.263], [-13.337, -1.073, -1.136], [4.604, -8.042, 5.556], [-12.163, 11.257, -2.451], [-1.640, 2.864, -0.860], [10.208, 0.561, 5.241], [3.907, -5.466, 3.550], [9.831, -1.815, 3.637], [1.996, -8.625, 4.466], [11.430, 0.372, 2.625], [2.117, 2.800, -5.534], [-13.903, 9.521, -0.938], [-7.660, 10.636, -2.480], [4.354, 1.525, -4.192], [9.242, -7.568, -4.429], [5.418, -4.783, 6.728], [-13.155, 6.948, 3.988], [-5.118, 4.328, -6.267], [6.696, -8.517, -3.437], [-12.488, 6.269, 1.257], [-7.734, 7.799, -1.930], [3.250, -10.489, 6.288], [-14.343, 6.467, -1.485], [-8.196, -1.639, 0.660], [-11.425, 8.679, 2.447], [-10.763, -0.920, -2.443], [-2.677, 4.132, -7.803], [10.708, 2.130, 8.098], [-15.574, 4.059, -2.509], [6.701, -5.408, 2.733], [4.719, -4.994, 0.794], [-7.387, 8.735, -4.645], [-3.035, 3.292, -3.359], [-9.934, 9.067, -3.311], [2.584, -4.607, 7.311], [-6.397, 11.653, 1.626], [7.803, -6.043, -2.419], [-2.171, 0.636, -2.621], [-12.756, 1.111, -2.941], [3.581, -4.148, -2.385], [-3.944, -4.594, -1.587], [-5.199, -3.343, -0.106], [-3.017, -1.397, -0.963], [3.907, 1.429, -1.517], [4.108, -1.325, -2.815], [2.194, -0.418, -1.506], [1.369, -3.160, -0.935], [9.282, 1.696, 9.056], [6.431, -4.139, -1.589], [7.629, -3.304, -1.382], [8.193, -7.679, -3.004], [-8.090, 11.273, 1.977], [-13.568, 10.186, -2.550], [-0.634, -2.294, 0.475], [5.280, -2.007, -2.344], [9.001, -3.832, -0.807], [-12.074, 0.022, -1.723], [-8.702, -3.237, 0.090], [9.439, -5.250, 4.037], [2.526, 1.089, -1.699], [-14.049, 4.802, -1.999], [3.877, 2.793, -5.336], [-12.825, 7.598, 2.375], [2.945, -1.524, -2.018], [8.739, -4.185, 0.725], [10.057, -4.166, 1.582], [1.037, -0.726, -0.700], [5.065, -5.875, 2.276], [7.613, -1.900, -1.658], [0.614, -2.064, -0.419], [4.188, -3.948, 7.686], [5.244, -3.415, -2.079], [2.509, -2.858, -1.712], [10.008, -0.054, 3.593], [-8.178, 9.059, -3.093], [4.328, 1.146, -0.186], [-1.623, -3.366, -0.102], [6.453, -1.223, -2.155], [-4.047, -3.529, -0.763], [9.854, -4.750, 3.024], [-1.769, 2.354, -2.554], [3.034, -8.776, 5.894], [-4.311, 3.482, -7.598], [-2.945, -2.728, -0.635], [10.411, -3.122, 1.686], [1.120, -4.219, -0.740], [5.417, 1.393, -0.147], [4.241, 0.080, 0.109], [8.269, -5.186, 0.743], [8.038, -3.458, 1.193], [9.159, -5.750, 4.962], [0.420, 0.071, -0.240], [1.883, 1.739, -1.061], [8.505, -1.272, -1.491], [4.282, -0.349, -2.999], [10.869, -4.755, 1.109], [6.383, -5.201, -1.385], [9.313, -4.712, -1.382], [6.460, -0.136, -2.356], [-1.182, -3.956, -0.931], [2.280, 1.359, -2.750], [-1.920, -4.044, 0.724], [3.851, 1.840, 0.552], [-1.153, -1.317, 0.546], [-0.286, -2.574, 1.496], [9.717, -2.988, -0.834]]}